1.
Entry from the OMol25 dataset: a cluster of 3 separate species, C12H19N2O5S in total in a non-equilibrium geometry (ωB97M-V/def2-TZVPD).

Orbital gap: 5.519 eV
Total charge: -1
Calculated total energy: -36803.5204 eV
Lowest unoccupied orbital energy: 0.0935 Eh
Molar mass: 303.4 g mol⁻¹
Relative energy (zero: lowest compared OMol25 entry of this formula, charge and spin): 0.000 eV
Highest occupied orbital energy: -2.97 eV

Cartesian coordinates (Å):
1 C -1.257 1.521 -5.652
2 C 0.152 1.755 -5.116
3 O 0.789 0.582 -4.691
4 C 0.256 0.026 -3.480
5 N 1.206 0.183 -2.426
6 N 0.399 0.225 -1.112
7 C -0.022 1.351 -1.069
8 S -0.823 2.710 -1.307
9 H -1.989 1.462 -4.848
10 H -1.279 0.574 -6.189
11 H -1.558 2.330 -6.319
12 H 0.776 2.162 -5.914
13 H 0.141 2.494 -4.306
14 H 0.030 -1.029 -3.737
15 H -0.706 0.511 -3.259
16 O -0.299 -6.124 0.980
17 C 0.085 -4.988 1.043
18 O 0.298 -4.240 -0.051
19 C 0.850 -2.946 0.310
20 C 0.453 -2.744 1.768
21 C 0.423 -4.181 2.285
22 H 1.933 -2.994 0.179
23 H 0.450 -2.187 -0.356
24 H 1.125 -2.084 2.304
25 H -0.545 -2.308 1.819
26 H 1.401 -4.514 2.640
27 H -0.312 -4.364 3.063
28 O 0.233 -0.351 3.711
29 C -0.008 0.818 3.751
30 O -0.391 1.436 4.899
31 C -0.675 2.822 4.641
32 C 0.088 3.161 3.365
33 C 0.050 1.826 2.622
34 H -1.755 2.933 4.515
35 H -0.361 3.394 5.511
36 H -0.350 3.988 2.812
37 H 1.119 3.423 3.606
38 H -0.847 1.728 2.007
39 H 0.919 1.641 1.997

---

2.
Entry from the OMol25 dataset: a cluster of 2 separate species, C3H10N3OS in total (ωB97M-V/def2-TZVPD).

Orbital gap: 7.179 eV
Total charge: -1
Calculated total energy: -20628.8367 eV
Lowest unoccupied orbital energy: 0.1437 Eh
Molar mass: 136.2 g mol⁻¹
Relative energy (zero: lowest compared OMol25 entry of this formula, charge and spin): 0.085 eV
Highest occupied orbital energy: -3.27 eV

Cartesian coordinates (Å):
1 N -1.913 -0.043 -0.883
2 C -2.608 -0.964 -0.175
3 N -1.880 -1.501 0.864
4 O -3.785 -1.259 -0.369
5 H -2.439 0.337 -1.654
6 H -0.917 -0.168 -1.139
7 H -2.168 -2.404 1.192
8 H -0.920 -1.213 0.980
9 C 1.379 1.148 0.615
10 C 2.004 1.142 -0.788
11 S 1.202 -0.091 -1.860
12 N 1.329 -0.186 1.244
13 H 0.357 1.532 0.549
14 H 1.952 1.816 1.255
15 H 3.072 0.931 -0.687
16 H 1.867 2.141 -1.205
17 H 2.249 -0.399 1.612
18 H 1.216 -0.820 0.448

---

3.
Entry from the OMol25 dataset: a structure of composition C36H49GaN4O3P2S2 (ωB97M-V/def2-TZVPD).

Orbital gap: 8.008 eV
Total charge: +4
Calculated total energy: -142822.3663 eV
Lowest unoccupied orbital energy: -0.3854 Eh
Molar mass: 781.6 g mol⁻¹
Relative energy (zero: lowest compared OMol25 entry of this formula, charge and spin): 0.535 eV
Highest occupied orbital energy: -18.50 eV

Cartesian coordinates (Å):
1 Ga -0.188 0.494 0.578
2 C -3.118 2.276 -0.592
3 C -2.465 2.595 0.709
4 N -1.348 2.043 1.163
5 C -1.009 2.506 2.429
6 C -1.868 3.426 2.921
7 S -3.127 3.713 1.801
8 C 0.175 1.911 3.032
9 C 0.760 2.145 4.227
10 S 2.116 1.123 4.420
11 C 1.854 0.422 2.900
12 N 0.800 0.928 2.279
13 C 2.737 -0.639 2.344
14 H -2.416 1.804 -1.277
15 H -3.529 3.174 -1.054
16 H -3.943 1.576 -0.441
17 H -1.836 3.933 3.874
18 H 0.472 2.848 4.993
19 H 3.345 -1.090 3.127
20 H 3.408 -0.222 1.593
21 H 2.131 -1.428 1.898
22 C -4.009 -1.314 4.862
23 C -3.899 -0.171 4.076
24 C -3.139 -0.196 2.920
25 C -2.469 -1.363 2.540
26 C -2.613 -2.518 3.314
27 C -3.377 -2.485 4.473
28 P -1.625 -1.417 0.949
29 C -2.842 -1.448 -0.367
30 C -2.542 -0.872 -1.602
31 C -3.443 -0.963 -2.650
32 C -4.650 -1.629 -2.463
33 C -4.950 -2.209 -1.236
34 C -4.048 -2.125 -0.185
35 C -0.675 -2.946 0.880
36 C 0.092 -3.333 1.985
37 C 0.703 -4.577 2.003
38 C 0.549 -5.442 0.922
39 C -0.201 -5.054 -0.181
40 C -0.814 -3.807 -0.208
41 H -4.608 -1.295 5.763
42 H -4.429 0.730 4.357
43 H -3.122 0.682 2.290
44 H -2.158 -3.451 3.015
45 H -3.488 -3.385 5.063
46 H -1.586 -0.380 -1.765
47 H -3.212 -0.525 -3.613
48 H -5.359 -1.700 -3.277
49 H -5.888 -2.731 -1.098
50 H -4.286 -2.578 0.770
51 H 0.180 -2.685 2.851
52 H 1.274 -4.887 2.869
53 H 0.997 -6.427 0.951
54 H -0.333 -5.734 -1.013
55 H -1.436 -3.538 -1.053
56 C 3.894 -3.226 -0.572
57 C 2.451 -2.808 -0.575
58 O 2.373 -1.415 -1.074
59 P 1.566 -0.101 -1.003
60 O 0.945 0.067 -2.438
61 C 0.668 -1.053 -3.373
62 C 1.752 -1.141 -4.411
63 O 2.610 1.053 -0.835
64 C 3.920 1.044 -1.546
65 C 5.029 0.677 -0.600
66 H 3.959 -4.246 -0.192
67 H 4.497 -2.591 0.077
68 H 4.313 -3.217 -1.577
69 H 1.999 -2.842 0.408
70 H 1.852 -3.395 -1.264
71 H -0.301 -0.816 -3.804
72 H 0.574 -1.971 -2.792
73 H 1.880 -0.186 -4.921
74 H 1.474 -1.882 -5.162
75 H 2.702 -1.446 -3.971
76 H 4.031 2.059 -1.922
77 H 3.846 0.365 -2.394
78 H 5.035 1.332 0.271
79 H 5.986 0.795 -1.109
80 H 4.951 -0.362 -0.282
81 N 1.583 5.366 -2.406
82 C 0.686 4.479 -3.231
83 C 0.690 3.067 -2.657
84 N 0.292 3.000 -1.240
85 C 1.146 3.902 -0.450
86 C 1.171 5.341 -0.957
87 H 1.558 6.325 -2.763
88 H 2.554 5.058 -2.498
89 H 1.040 4.498 -4.260
90 H -0.305 4.932 -3.196
91 H 1.681 2.621 -2.753
92 H 0.017 2.458 -3.256
93 H -0.669 3.324 -1.171
94 H 2.154 3.480 -0.444
95 H 0.802 3.928 0.585
96 H 1.867 5.958 -0.391
97 H 0.184 5.802 -0.916

---

4.
Entry from the OMol25 dataset: the ion C4H9NP with charge +1 in a non-equilibrium geometry (ωB97M-V/def2-TZVPD).

Orbital gap: 7.792 eV
Total charge: +1
Calculated total energy: -15063.2311 eV
Lowest unoccupied orbital energy: -0.2112 Eh
Molar mass: 102.1 g mol⁻¹
Relative energy (zero: lowest compared OMol25 entry of this formula, charge and spin): 2.331 eV
Highest occupied orbital energy: -13.54 eV

Cartesian coordinates (Å):
1 C -0.633 -1.138 -0.192
2 C 0.426 0.995 -0.906
3 C -0.871 0.332 -0.221
4 C 0.743 -1.287 0.232
5 N -0.597 0.730 1.234
6 P 1.670 0.042 0.029
7 H -1.398 -1.623 0.474
8 H -0.635 -1.724 -1.120
9 H 0.374 1.000 -2.046
10 H 0.518 2.084 -0.555
11 H -1.827 0.779 -0.580
12 H 1.013 -2.307 0.703
13 H -0.466 1.740 1.349
14 H -1.304 0.557 1.993
15 H 2.987 -0.180 -0.393

---

5.
Entry from the OMol25 dataset: a cluster of 2 separate species, C9H14O in total in a non-equilibrium geometry (ωB97M-V/def2-TZVPD).

Orbital gap: 9.777 eV
Calculated total energy: -11606.7180 eV
Lowest unoccupied orbital energy: 0.0325 Eh
Molar mass: 138.2 g mol⁻¹
Relative energy (zero: lowest compared OMol25 entry of this formula, charge and spin): 0.919 eV
SMILES: Cc1ccc(O)cc1.CC
Highest occupied orbital energy: -8.89 eV

Cartesian coordinates (Å):
1 C 3.232 1.164 -0.079
2 C 2.017 0.307 -0.384
3 C 1.083 0.864 -1.221
4 C -0.143 0.171 -1.334
5 C -0.412 -1.007 -0.676
6 O -1.666 -1.571 -0.751
7 C 0.546 -1.517 0.202
8 C 1.725 -0.803 0.389
9 H 2.918 2.019 0.497
10 H 3.596 1.580 -1.022
11 H 3.982 0.645 0.519
12 H 1.056 1.772 -1.800
13 H -0.987 0.681 -1.796
14 H -1.776 -2.103 -1.532
15 H 0.398 -2.341 0.891
16 H 2.357 -1.172 1.189
17 C -2.343 1.629 1.332
18 C -2.824 0.216 1.743
19 H -3.216 2.251 1.186
20 H -1.570 1.926 2.037
21 H -1.828 1.611 0.370
22 H -2.627 -0.039 2.776
23 H -2.514 -0.627 1.114
24 H -3.905 0.151 1.601

---

6.
Entry from the OMol25 dataset: a cluster of 2 separate species, C9H5BrNO2 in total in a non-equilibrium geometry (ωB97M-V/def2-TZVPD).

Orbital gap: 6.014 eV
Total charge: -1
Calculated total energy: -85042.3094 eV
Lowest unoccupied orbital energy: 0.1189 Eh
Molar mass: 239.0 g mol⁻¹
Highest occupied orbital energy: -2.78 eV

Cartesian coordinates (Å):
1 C -2.278 0.286 -1.973
2 C 2.275 0.165 0.415
3 C 1.359 0.733 1.270
4 C 1.896 -0.453 -0.809
5 C 0.088 1.016 0.781
6 C 0.605 -0.278 -1.189
7 C -0.353 0.407 -0.366
8 C -1.270 -1.627 1.513
9 C -1.691 0.586 -0.805
10 N -2.666 -0.019 -3.005
11 O -1.328 -1.211 2.572
12 O -1.161 -2.098 0.478
13 Br -3.047 1.479 0.396
14 H 3.410 0.037 0.559
15 H 1.796 1.228 2.250
16 H 2.592 -1.073 -1.397
17 H -0.578 1.515 1.406
18 H 0.352 -0.694 -2.097